[1]
{"formula": "C25H48BiCl3N4O3SSi", "method": "ωB97M-V with the def2-TZVPD basis set", "symbols": ["C", "C", "H", "H", "H", "C", "Cl", "H", "H", "H", "H", "C", "H", "N", "C", "C", "N", "H", "H", "H", "C", "H", "H", "N", "C", "Bi", "H", "C", "H", "C", "O", "H", "H", "S", "H", "C", "C", "H", "H", "C", "C", "C", "H", "C", "C", "H", "H", "H", "H", "H", "H", "Cl", "N", "C", "C", "C", "Cl", "H", "H", "H", "H", "C", "H", "H", "H", "C", "C", "O", "Si", "O", "H", "H", "H", "H", "H", "H", "H", "H", "H", "H", "H", "H", "H", "C", "H", "C"], "coordinates": [[0.9189, 1.3933, 4.4919], [-0.9564, 3.9270, 1.4269], [-1.7682, -1.2821, -3.0600], [1.8145, 2.0302, 0.8474], [-1.0151, 4.6771, 2.2209], [-1.1816, -5.6825, -0.2443], [0.2230, -2.9248, -1.3788], [-1.9363, -4.9020, -0.0865], [-3.1453, 1.9801, -1.1422], [2.9418, 4.5832, -2.1336], [-3.5869, 0.5004, 3.5107], [2.2477, 2.5382, -2.2246], [0.8713, -6.2569, -2.5937], [0.4455, 3.5223, 1.2797], [1.4345, -4.6317, 1.0562], [1.3290, 0.2390, -2.7601], [-1.5783, 0.2315, 3.9216], [-1.3252, 4.3712, 0.4936], [2.3088, -0.1171, -2.3934], [-3.0255, -1.1966, 3.3234], [2.0737, 3.9202, -2.1514], [-0.0357, -0.3497, -6.7035], [0.3754, 1.8621, -4.6956], [-2.8946, 0.3626, -2.4104], [-2.7657, -1.0682, -2.6596], [-0.3392, -1.3331, 0.6190], [0.2831, 1.9842, 3.8253], [-2.7739, -0.1400, 3.1597], [1.2414, -5.4485, 1.7697], [1.7296, -1.3659, -4.6856], [0.3664, -0.6148, -2.4008], [1.9642, 1.6198, 4.2779], [2.7736, -1.5156, -4.3530], [-0.4901, -2.1222, 3.1576], [1.7080, -6.9617, -1.2099], [1.4559, -6.0102, -1.6996], [0.7777, 4.4647, -2.1131], [1.2222, 5.2885, 0.4192], [-2.9161, -1.6231, -1.7344], [-3.1556, 1.1996, -3.5862], [-0.1317, 2.2425, -2.2627], [1.1374, 1.7027, -2.3429], [2.6909, -0.3909, 4.7954], [0.3909, 0.6432, -6.5259], [-0.3322, 3.6149, -2.1343], [-2.2419, 1.3214, -4.1905], [-1.7012, 2.0041, 5.0579], [-2.8802, 0.7462, 5.4574], [-3.4997, 2.1912, -3.2591], [0.7115, 1.6521, 5.5363], [-0.9794, 1.5565, -2.3753], [-2.6008, -2.7179, 0.5642], [0.7182, -0.0419, 4.2745], [1.2522, -0.0016, -4.2762], [-2.8685, 0.8984, -1.1614], [0.7567, 2.2276, 1.0801], [2.2816, -1.0155, 0.6687], [-3.5132, -1.3472, -3.4075], [1.4194, 5.1492, 2.1845], [2.5166, -4.6104, 0.8525], [-1.1828, -6.3240, 0.6476], [1.4394, 4.5906, 1.2385], [-1.1868, 0.5511, 5.9781], [2.4292, 4.1548, 1.0854], [-3.9205, 0.7229, -4.2138], [-0.4473, -0.5172, 3.8076], [1.9196, -0.8528, 4.1707], [-0.0978, 1.3224, 1.1764], [0.4927, -4.9162, -0.5274], [-2.5567, 0.2846, -0.1397], [3.2451, 2.0845, -2.2532], [1.1172, -2.1358, -4.1951], [2.3965, -5.5426, -2.0145], [-1.5561, 3.0497, 1.6745], [1.1735, -3.6874, 1.5561], [2.2771, -0.9025, 3.1235], [-0.3188, 1.3857, -6.8945], [1.7074, -1.8713, 4.5226], [-1.3502, 4.0165, -2.0907], [0.6313, 5.5513, -2.0793], [-1.4943, -6.3058, -1.0911], [1.3051, 0.7353, -7.1260], [1.6864, -1.4923, -5.7726], [0.6612, 0.8884, -5.0882], [-2.6264, 0.0244, 2.0816], [-1.8369, 0.9230, 5.1809]], "forces_ev_per_a": [[0.0, 0.0, 0.2], [0.4, 0.0, 0.0], [0.0, 0.1, 0.1], [-0.2, -0.1, 0.1], [-0.1, -0.1, 0.0], [-0.3, 0.0, 0.0], [0.6, -2.1, -0.4], [0.2, -0.3, 0.0], [0.1, -0.5, 0.0], [-0.2, -0.2, 0.0], [0.1, -0.1, -0.2], [0.0, 0.2, -0.1], [0.1, 0.1, 0.1], [-0.1, -0.1, -0.1], [0.2, 0.0, 0.2], [0.2, -0.2, -0.6], [0.6, -0.7, 0.3], [0.1, -0.1, 0.1], [0.4, 0.4, 0.0], [-0.1, 0.3, -0.1], [-0.3, 0.1, 0.2], [0.1, 0.1, -0.1], [0.1, -0.1, 0.0], [-0.7, 0.7, 0.4], [0.4, 0.1, -0.1], [-0.3, 2.0, -1.6], [0.0, -0.2, 0.1], [0.0, -0.2, -0.3], [0.0, 0.2, -0.2], [0.1, 0.0, -0.1], [-2.1, -0.5, 2.3], [-0.1, 0.0, 0.0], [-0.4, 0.1, -0.1], [-0.3, 0.0, 0.5], [-0.1, 0.2, 0.1], [0.2, 0.3, -0.3], [0.1, 0.0, 0.0], [0.1, -0.2, 0.2], [0.0, 0.1, -0.1], [0.2, -0.1, 0.3], [-0.7, -0.1, 0.0], [0.6, -0.5, -0.5], [-0.2, -0.2, 0.0], [-0.2, 0.0, -0.6], [0.3, 0.1, 0.0], [-0.2, -0.1, 0.2], [0.0, -0.1, 0.2], [0.2, 0.0, 0.1], [0.1, -0.3, -0.2], [0.1, 0.1, -0.2], [0.7, 0.3, 0.1], [0.0, -0.1, 0.2], [-0.9, 0.4, -0.5], [0.3, 1.4, -0.1], [0.2, -0.6, -0.8], [-1.0, -0.4, 0.2], [0.0, -0.1, 0.1], [0.0, 0.0, 0.2], [0.1, -0.2, -0.1], [-0.3, 0.1, 0.1], [0.1, 0.1, -0.1], [-0.2, -0.1, 0.0], [-0.1, 0.1, -0.1], [-0.1, 0.1, 0.0], [0.1, 0.2, 0.2], [0.2, 0.3, 0.2], [0.6, -0.4, 0.0], [0.9, 0.6, 0.0], [-0.4, -0.2, 0.1], [-0.1, 0.4, -0.4], [-0.3, 0.3, -0.1], [0.2, 0.2, -0.2], [-0.1, -0.1, 0.0], [0.1, 0.1, 0.0], [0.2, -0.3, -0.1], [-0.2, 0.0, 0.5], [0.0, -0.1, -0.2], [0.2, 0.4, -0.1], [0.3, 0.0, -0.1], [0.1, -0.4, 0.0], [0.1, 0.2, 0.1], [-0.2, 0.0, -0.1], [0.1, -0.1, 0.2], [0.6, -0.5, 0.6], [-0.1, 0.0, 0.4], [-0.1, 0.5, 0.0]], "lowdin_charge": [-0.033, -0.022, 0.072, 0.129, 0.087, -0.228, 0.352, -0.079, 0.142, 0.100, 0.092, -0.036, 0.033, -0.165, -0.223, -0.480, -0.189, 0.085, 0.115, 0.064, -0.098, 0.069, 0.093, -0.179, -0.045, 1.153, 0.080, -0.079, 0.044, -0.043, -0.400, 0.098, 0.087, 0.577, 0.041, -0.206, -0.126, 0.077, 0.012, -0.046, -0.059, -0.175, 0.092, -0.125, -0.094, 0.085, 0.090, 0.093, 0.087, 0.090, 0.081, -0.092, -0.175, -0.234, -0.320, -0.310, -0.122, 0.088, 0.088, 0.044, 0.039, -0.047, 0.096, 0.092, 0.088, -0.708, -0.107, -0.183, 0.249, -0.163, 0.120, 0.064, 0.033, 0.083, -0.065, 0.002, 0.061, 0.066, 0.098, 0.099, 0.033, 0.075, 0.065, -0.137, 0.040, -0.050], "e_tot_ha": -3709.053807, "e_homo_ha": [-0.2338, -0.2337], "e_above_lowest_kj_mol": 59.24, "orbital_gap_ev": [5.92, 5.92], "charge": 0}


[2]
{"formula": "C4H7NO", "method": "ωB97M-V with the def2-TZVPD basis set", "symbols": ["H", "C", "O", "C", "H", "H", "H", "C", "H", "H", "H", "C", "N"], "coordinates": [[-1.8080, 0.6154, -1.0344], [1.1623, -0.9279, -0.2431], [-0.4410, 1.1346, 0.3736], [-0.1541, -0.8092, -0.9047], [1.0292, 1.2716, 1.7555], [-0.5474, -1.6138, -1.5248], [-1.8216, -0.4118, 0.4344], [0.3776, 0.5282, 1.2928], [1.4434, -0.5281, 0.7937], [1.0406, 0.8658, -1.2802], [-0.1558, -0.1005, 2.0170], [-1.1800, 0.1241, -0.2845], [1.0550, -0.1485, -1.3953]], "forces_ev_per_a": [[0.1, -0.1, 0.1], [-0.1, 0.1, 0.1], [0.0, 0.0, 0.1], [-0.2, 0.0, 0.0], [0.0, -0.2, -0.1], [0.1, 0.1, 0.1], [0.1, 0.1, -0.1], [-0.1, 0.1, 0.0], [0.0, 0.1, 0.1], [0.0, -0.1, 0.0], [0.1, 0.0, -0.2], [-0.1, -0.1, -0.1], [0.0, 0.1, -0.1]], "lowdin_charge": [0.130, -0.065, -0.170, -0.279, 0.102, 0.129, 0.124, -0.103, 0.064, 0.115, 0.103, -0.177, 0.025], "e_tot_ha": -286.417050, "e_homo_ha": -0.2828, "e_above_lowest_kj_mol": 563.42, "orbital_gap_ev": 8.52, "charge": 0}


[3]
{"formula": "C22H47N8O3PS3Se2V", "method": "ωB97M-V with the def2-TZVPD basis set", "symbols": ["H", "N", "C", "H", "C", "H", "P", "C", "C", "H", "C", "H", "H", "H", "N", "H", "C", "H", "N", "H", "N", "C", "H", "O", "C", "C", "H", "V", "S", "H", "C", "H", "C", "H", "H", "N", "H", "C", "H", "H", "O", "H", "H", "H", "S", "H", "H", "C", "C", "Se", "H", "C", "H", "C", "H", "C", "H", "H", "H", "H", "N", "H", "C", "C", "H", "H", "N", "H", "N", "H", "H", "H", "H", "Se", "S", "C", "H", "C", "O", "H", "H", "H", "H", "C", "H", "H", "H"], "coordinates": [[-1.2021, -5.3323, 0.9413], [0.9674, -2.8844, 2.0957], [-0.1945, -5.1255, 0.5618], [3.6941, -4.0666, -0.9241], [3.0438, -3.9283, -0.0565], [-1.3689, 5.3397, -0.8347], [0.7869, -2.5404, 0.4632], [-0.4080, 2.4834, 3.1485], [-1.2660, 0.4701, -2.1649], [2.8304, -3.3250, -4.9828], [-0.6575, 2.2846, 6.6028], [3.6718, -3.9397, 0.8433], [2.0471, -3.9901, -3.5274], [-1.0994, -3.2406, 2.2453], [-0.7864, 3.2603, 2.1660], [-1.1319, 3.2347, 6.8528], [0.3986, 2.4808, 5.5175], [1.2169, 0.9666, -5.3523], [-1.1122, 1.3017, -1.1230], [-2.7702, 4.9879, 0.1972], [1.2458, 1.3517, 0.4913], [2.0524, -2.1558, 2.7631], [-1.8848, 0.1509, -4.1796], [1.6548, 3.4922, -0.7598], [-1.6990, 4.8140, 0.0615], [-1.1050, -3.6098, -1.1229], [-0.1539, -3.6323, 3.6984], [-0.4083, 0.8383, 0.6047], [-0.3250, 0.7511, 3.0500], [2.1323, -2.5240, 3.7872], [-0.2730, -2.9197, 2.8777], [1.2397, 4.4282, -3.2407], [2.7850, -0.3091, -4.5633], [3.6638, -0.2050, -3.9252], [-1.4239, 1.5938, 6.2503], [-0.1438, 3.1036, 4.3280], [-0.9723, -2.6150, -1.5409], [-1.3912, 3.3567, -0.0524], [3.6505, -1.6166, -1.3847], [0.0579, -5.9049, -0.1655], [-2.3186, -0.3051, 0.8553], [-5.5663, 0.8500, 0.0775], [3.5617, -3.0727, -3.3704], [2.3557, -4.7699, -0.0073], [-3.2565, 0.8594, 0.7937], [2.8510, 1.6526, -5.4007], [-3.1335, 1.1319, 3.1306], [-2.0596, 3.0643, -2.4628], [1.4428, 3.7023, -4.0237], [1.5517, -1.5550, -3.6805], [1.2201, 3.0953, 5.8940], [-4.7278, 0.1622, -0.0172], [-4.4571, 0.0266, -1.0636], [3.1165, -1.5085, -0.4357], [0.5714, 3.5753, -4.6629], [-1.7988, 0.8597, -3.3681], [-4.6811, 1.7831, 2.5007], [-1.1725, 5.2134, 0.9234], [-2.3765, 4.0957, -2.5403], [2.9949, -2.3494, 2.2522], [2.3016, -2.6939, -0.2067], [-4.9397, -0.8023, 0.4416], [-2.1882, 2.2008, -3.5236], [2.6307, -3.1633, -3.9262], [1.8841, -1.0765, 2.7935], [-2.1309, -3.6983, -0.7486], [-0.9616, 2.6338, 0.9702], [-0.2025, 1.8710, 7.5045], [-0.1390, -3.8174, -0.0592], [0.5026, -5.1762, 1.3938], [-4.4485, 0.0062, 2.6946], [-0.5262, -1.9437, 3.2935], [-0.9679, -4.3472, -1.9208], [1.8376, 2.0279, -3.1190], [2.2454, 2.4301, 0.1000], [2.1609, 1.0481, -4.8098], [-0.9298, -0.5434, -2.0021], [-3.9728, 0.9566, 2.4590], [0.1935, -1.2516, 0.0370], [-2.5860, 2.5404, -4.4714], [2.4760, -0.6315, -0.4865], [3.0800, -0.7814, -5.5012], [3.8605, -1.3571, 0.3562], [-1.5265, 2.6032, -1.2495], [-0.2396, 4.1060, 4.3202], [2.3061, 4.0110, -4.6095], [0.8008, 1.5127, 5.2295]], "forces_ev_per_a": [[0.0, 0.0, 0.0], [-0.2, 0.6, -0.6], [0.0, 0.0, -0.1], [0.0, 0.0, 0.0], [-0.1, 0.0, -0.1], [0.0, 0.0, 0.0], [0.4, -1.1, 0.0], [-0.2, -0.1, -0.2], [-0.2, -0.2, -0.4], [0.0, 0.0, 0.0], [0.1, 0.0, -0.1], [0.0, 0.0, 0.0], [0.0, 0.0, 0.0], [0.0, 0.0, 0.1], [0.1, 0.6, 0.3], [0.0, 0.0, 0.1], [-0.3, 0.0, 0.1], [0.0, -0.1, 0.0], [-0.7, 0.6, -1.6], [0.0, 0.0, 0.0], [4.0, 1.1, -0.3], [0.1, -0.1, 0.0], [0.0, 0.0, 0.0], [0.4, 0.2, 0.5], [0.1, -0.1, -0.1], [0.1, 0.0, -0.1], [0.0, 0.0, 0.0], [-1.0, -3.5, 1.3], [0.0, -0.1, 0.5], [0.0, 0.0, 0.0], [0.1, -0.1, 0.1], [0.0, 0.0, 0.0], [0.0, -0.2, 0.1], [0.0, 0.0, 0.0], [0.0, 0.0, 0.0], [0.1, 0.0, 0.1], [-0.1, -0.1, 0.0], [0.1, 0.3, 0.5], [0.0, 0.0, 0.0], [0.0, 0.0, 0.0], [0.6, -0.4, -0.1], [0.0, 0.0, 0.0], [0.0, 0.0, 0.0], [0.1, -0.1, 0.0], [-2.2, 0.1, 0.4], [0.0, 0.0, 0.0], [0.0, 0.0, 0.0], [0.0, 0.1, 0.0], [0.1, -0.1, 0.2], [-0.1, 0.1, -0.1], [0.0, 0.0, 0.0], [0.5, 0.1, 0.1], [-0.1, 0.0, 0.0], [0.0, 0.0, -0.1], [0.0, 0.0, 0.0], [0.1, 0.0, 0.1], [0.0, 0.0, 0.0], [0.0, 0.0, 0.0], [0.0, 0.0, 0.0], [0.0, 0.0, 0.1], [-0.2, 0.3, 0.3], [0.0, 0.0, 0.0], [0.0, 0.0, 0.0], [-0.1, 0.3, 0.1], [-0.1, 0.0, 0.0], [0.0, 0.0, 0.0], [-0.7, 1.2, 0.0], [0.0, 0.0, 0.0], [0.0, 0.3, 0.2], [0.0, 0.0, 0.0], [0.0, 0.0, 0.0], [0.0, 0.1, 0.0], [0.0, 0.0, 0.0], [0.1, -0.4, -0.7], [-1.1, -0.1, -0.2], [-0.2, 0.2, 0.2], [0.1, 0.0, 0.0], [0.2, 0.0, -0.3], [-0.3, 0.6, 0.2], [0.0, 0.1, 0.0], [0.1, 0.0, 0.0], [0.0, 0.0, 0.0], [0.0, 0.0, 0.0], [0.0, -0.1, -0.2], [0.0, 0.0, -0.1], [0.0, 0.0, 0.0], [0.1, 0.0, 0.0]], "lowdin_spin": [0.000, 0.000, 0.000, 0.000, 0.000, 0.003, 0.003, 0.017, 0.051, 0.000, 0.000, 0.000, 0.000, 0.000, 0.007, 0.000, 0.001, 0.000, 0.091, 0.008, -0.093, 0.001, 0.001, 0.174, 0.019, 0.000, 0.000, 1.947, 0.012, 0.000, 0.000, 0.000, 0.000, 0.000, 0.000, 0.010, 0.000, 0.133, 0.000, 0.000, 0.023, 0.000, 0.000, 0.000, 0.016, 0.000, 0.000, 0.016, 0.003, 0.001, 0.000, 0.005, 0.000, 0.001, 0.001, 0.044, 0.000, 0.001, -0.001, 0.000, 0.000, 0.001, 0.079, 0.000, 0.001, 0.000, 0.071, 0.000, 0.000, 0.000, 0.000, 0.000, 0.000, 0.004, 0.205, -0.001, 0.002, 0.002, 0.023, 0.004, 0.001, 0.000, 0.000, 0.108, 0.000, 0.000, 0.001], "e_tot_ha": -8813.095508, "e_homo_ha": [-0.1981, -0.2599], "e_above_lowest_kj_mol": 40.77, "orbital_gap_ev": [5.79, 7.20], "spin_multiplicity": 4, "charge": 0}